[1]
106
Properties=species:S:1:pos:R:3 method="wB97M-V/def2-TZVPD" charge=+1 multiplicity=1 orbital_gap_ev=3.8259 e_homo_ev=-8.49
C -0.46794 0.86030 3.81502
C -1.69245 1.49280 3.45873
C -2.77439 2.65126 2.92608
C -3.00217 2.56221 1.29632
C -1.50688 2.41578 0.61795
N -1.44743 3.03103 -0.76246
C -1.42093 4.42305 -0.91176
C -1.44340 5.57468 0.27934
S 0.15885 6.52798 0.46007
O -0.10892 7.91699 1.13974
O 0.86198 6.72898 -0.91927
S -1.35215 4.94998 -2.74416
C -1.74783 3.17118 -3.31212
Br -1.22127 2.61764 -5.16033
C -1.46555 2.18272 -2.03510
C -0.43432 0.91666 -2.17488
C 1.12978 1.24931 -1.80238
C 2.06241 0.42969 -2.88047
C 1.91947 1.15732 -4.37952
C 3.66575 0.42214 -2.54088
C 4.07293 -0.27258 -1.11238
C 5.42048 0.55884 -0.57364
C 5.13213 1.65451 0.41967
C 5.10576 3.25811 0.06197
C 4.78028 1.13218 1.96247
H 0.62156 0.40547 3.98523
H -2.44752 3.73970 3.24944
H -3.79141 2.38740 3.48788
H -3.60928 3.50213 0.90196
H -3.67276 1.59982 1.10577
H -1.19630 1.29032 0.51864
H -0.73342 2.99958 1.29521
H -1.69076 5.10564 1.34441
H -2.31050 6.37307 0.09317
H 1.00999 5.80097 1.32919
H -2.93709 3.13897 -3.38406
H -2.51353 1.62412 -1.91314
H -0.50977 0.40478 -3.22701
H -0.79626 0.09975 -1.38365
H 1.37631 2.38871 -1.70237
H 1.34838 0.75630 -0.73766
H 1.69071 -0.68981 -3.06221
H 1.11551 0.57036 -4.99628
H 1.56931 2.27236 -4.14255
H 2.98552 1.12540 -4.87910
H 4.18308 -0.22771 -3.39782
H 4.06452 1.51356 -2.67982
H 3.23057 -0.25582 -0.29433
H 4.47441 -1.37769 -1.31875
H 6.52022 0.31809 -0.96116
H 6.08287 3.65414 -0.44618
H 4.20066 3.50144 -0.67330
H 4.91736 3.89067 1.03213
H 4.64543 -0.03446 1.97427
H 3.73582 1.61850 2.24369
H 5.58973 1.46480 2.74013
C -4.19589 -1.40282 1.81439
C -3.23604 -2.52449 2.01986
O -2.82124 -2.84702 0.71189
C -2.91674 -1.68171 0.01218
O -2.39187 -1.48938 -1.07197
O -3.66668 -0.75081 0.67739
F -3.85934 -3.60218 2.54687
H -5.21130 -1.74909 1.59435
H -4.23428 -0.72586 2.67209
H -2.36399 -2.26316 2.62876
C 1.68596 7.32635 3.91949
C 2.97843 7.57591 4.61873
O 3.08973 6.48525 5.50470
C 2.42237 5.46482 4.89640
O 2.52628 4.29231 5.21622
O 1.62738 5.91469 3.87802
F 2.92053 8.71279 5.34799
H 0.82309 7.70921 4.47471
H 1.67008 7.74917 2.91134
H 3.84974 7.60205 3.95566
C -5.81142 -3.93830 -2.35834
C -6.78249 -4.99971 -1.96829
O -7.10166 -4.67982 -0.63312
C -6.95713 -3.32757 -0.54828
O -7.40271 -2.64734 0.36091
O -6.25797 -2.82463 -1.61116
F -6.19773 -6.21848 -1.98609
H -4.78246 -4.17915 -2.07091
H -5.83559 -3.72616 -3.43063
H -7.69640 -5.01562 -2.57165
C -0.03908 -5.00868 0.20958
C 0.26993 -5.11769 -1.24449
O 0.52896 -3.78599 -1.62707
C 1.01930 -3.18436 -0.50713
O 1.61043 -2.11739 -0.50642
O 0.77466 -3.92662 0.61568
F -0.80623 -5.55738 -1.93458
H -1.08930 -4.76530 0.40241
H 0.21654 -5.91903 0.75850
H 1.14015 -5.74228 -1.47283
C 2.78378 -8.75141 -1.42007
C 1.81271 -9.81282 -1.03003
O 1.49354 -9.49293 0.30515
C 1.63807 -8.14067 0.38999
O 1.19249 -7.46045 1.29918
O 2.33723 -7.63774 -0.67289
F 2.39747 -11.03159 -1.04782
H 3.81274 -8.99226 -1.13265
H 2.75961 -8.53926 -2.49236
H 0.89880 -9.82873 -1.63338

=====

[2]
87
Properties=species:S:1:pos:R:3 method="wB97M-V/def2-TZVPD" charge=+3 multiplicity=3 s2=2.0437 orbital_gap_ev="5.5426 / 5.1141" e_homo_ev="-17.47 / -17.39"
W -0.29559 -2.01427 -0.58809
C 4.71144 3.19060 -0.11224
C 4.05564 3.14853 -1.50092
C 3.10147 4.34093 -1.66722
C 5.14265 3.23095 -2.57319
C 3.24802 1.85414 -1.60601
C 2.17259 1.65183 -0.77028
C 1.43237 0.45261 -0.86956
N 0.33325 0.06818 -0.17530
C -0.45075 0.72384 0.68852
C -0.43167 2.09093 1.07082
C -1.30536 2.52282 2.02642
C -2.21085 1.57255 2.60485
C -2.33378 0.23183 2.25619
C -1.44666 -0.15349 1.26474
O -1.42384 -1.39677 0.74067
C -3.34935 -0.72019 2.89408
C -4.17650 0.00791 3.95464
C -4.30606 -1.25392 1.81626
C -2.60328 -1.87938 3.57556
C -1.37476 3.96044 2.50750
C -1.08814 3.98042 4.02017
C -0.35284 4.84329 1.79342
C -2.78894 4.50429 2.23508
C 1.87208 -0.55950 -1.78724
O 1.10936 -1.69362 -1.71001
C 2.93910 -0.40948 -2.64716
C 3.58134 0.83086 -2.52339
C 3.39322 -1.48279 -3.63658
C 4.59219 -1.00490 -4.45764
C 3.80997 -2.74089 -2.85620
C 2.24066 -1.80132 -4.60291
H 5.29250 4.10666 -0.01016
H 5.38739 2.34723 0.03722
H 3.97087 3.18302 0.69103
H 3.66550 5.27077 -1.60363
H 2.34181 4.37371 -0.88219
H 2.59827 4.31989 -2.63512
H 5.66564 4.18070 -2.47105
H 4.73022 3.19883 -3.58396
H 5.89200 2.44400 -2.46638
H 1.93280 2.38473 -0.01864
H 0.22515 2.79340 0.58868
H -2.87512 1.94714 3.37193
H -4.76258 0.82605 3.53071
H -3.55802 0.39276 4.76841
H -4.88063 -0.69688 4.39437
H -4.84412 -0.44158 1.32513
H -5.04105 -1.90635 2.28731
H -3.79263 -1.84481 1.05625
H -1.91786 -1.51490 4.34231
H -2.04380 -2.49226 2.86741
H -3.32855 -2.53276 4.06047
H -0.09229 3.59409 4.24290
H -1.81952 3.40998 4.59544
H -1.13773 5.01017 4.37337
H 0.67311 4.51720 1.98495
H -0.43727 5.86213 2.16818
H -0.52712 4.88342 0.71517
H -3.56321 3.94676 2.76448
H -3.02094 4.49572 1.16887
H -2.84372 5.53521 2.58366
H 4.42345 1.00779 -3.17555
H 5.46401 -0.79656 -3.83455
H 4.35854 -0.12146 -5.05497
H 4.87580 -1.79535 -5.15071
H 4.61662 -2.52347 -2.15459
H 4.17401 -3.49165 -3.55701
H 2.97964 -3.18597 -2.30684
H 1.92780 -0.91262 -5.15293
H 1.37228 -2.22197 -4.09443
H 2.57835 -2.53909 -5.33012
N -5.07418 -7.11593 0.07847
C -4.42221 -6.08882 0.62757
O -4.69324 -5.50700 1.65612
C -3.22968 -5.49897 -0.09805
C -1.98311 -5.52591 0.53501
C -0.97704 -4.74635 0.02625
N -1.15700 -3.91280 -1.03586
C -2.34930 -3.94560 -1.69299
C -3.38676 -4.74102 -1.26061
H -5.86785 -7.50205 0.57073
H -4.73534 -7.60432 -0.73354
H -1.81649 -6.12887 1.41759
H 0.01249 -4.75043 0.47308
H -2.45232 -3.30970 -2.56336
H -4.32448 -4.73236 -1.80090

=====

[3]
106
Properties=species:S:1:pos:R:3 method="wB97M-V/def2-TZVPD" charge=+3 multiplicity=5 s2=6.0325 orbital_gap_ev="6.2454 / 5.7893" e_homo_ev="-13.23 / -14.82"
Ir 16.32482 20.67254 7.99260
C 20.14371 20.94485 11.02984
N 19.34348 22.15174 10.65304
C 19.69101 23.45880 11.21482
C 18.29963 22.07310 9.73744
N 18.02169 21.02240 9.02403
N 17.60117 23.26765 9.63159
C 16.60868 23.53817 8.67065
N 16.10208 24.76580 8.67928
N 16.13730 22.62992 7.81119
H 19.52025 20.17631 11.46808
H 20.85717 21.31401 11.81893
H 20.65660 20.58751 10.11462
H 20.45312 23.29384 12.06147
H 18.89456 24.00823 11.70951
H 20.07196 24.16271 10.36137
H 18.71601 20.33785 8.89020
H 17.47500 23.81341 10.50300
H 16.51485 25.40048 9.32616
H 15.13377 24.93584 8.44185
H 15.59967 23.03221 7.03011
C 16.96997 15.86519 13.52551
C 15.56751 16.07293 13.00012
N 15.46679 16.66292 11.66152
C 15.24615 18.03359 11.53333
C 15.28038 18.73488 10.34908
C 14.54931 20.04423 10.19883
O 13.69743 20.31380 11.04886
O 14.82603 20.91150 9.21886
C 15.99910 18.05177 9.29055
O 16.29949 18.59952 8.17736
C 16.14507 16.59699 9.34995
C 16.27347 15.79191 8.20179
C 16.59500 14.41284 8.27288
F 16.83573 13.73406 7.05398
C 16.62382 13.74860 9.54076
C 16.23385 14.55866 10.63920
C 16.03592 15.92942 10.58298
N 17.07923 12.45769 9.73441
C 16.07882 11.42655 10.10735
C 16.59267 10.33303 11.00662
N 18.05980 9.99115 10.51564
C 18.29257 10.38718 9.10809
C 18.27372 11.91064 9.04292
H 16.89441 15.44224 14.53170
H 17.48940 16.83395 13.58257
H 17.65631 15.25398 12.92251
H 15.03110 16.70058 13.75529
H 14.98900 15.12284 13.02015
H 14.75246 18.39550 12.41279
H 16.19778 16.23722 7.18304
H 16.23289 14.13266 11.68096
H 15.65299 11.01315 9.11485
H 15.22704 11.92984 10.56582
H 16.00468 9.40780 10.89050
H 16.63818 10.50314 12.08310
H 18.19368 8.99964 10.61381
H 18.71391 10.50020 11.17588
H 17.51404 10.00996 8.45859
H 19.25922 9.94258 8.75285
H 18.38939 12.26470 7.99431
H 19.18413 12.29883 9.54201
O 17.46132 20.43214 6.60662
O 11.33811 21.89663 9.01328
C 12.63534 27.86691 8.15962
O 11.70270 26.70549 8.26998
C 12.21043 25.76297 9.10214
O 13.44577 25.59514 9.29886
C 11.23648 24.75108 9.57580
C 10.07116 25.12393 10.17421
As 8.77526 23.73145 10.81876
C 7.44042 23.90401 9.34284
C 9.34811 21.85260 10.43018
C 10.13153 21.48106 9.35579
As 12.52784 23.23983 9.72514
C 12.16400 23.01516 11.55216
C 9.51831 20.41579 8.39914
O 8.44524 20.37969 7.86801
O 10.45318 19.48017 8.26054
C 10.14878 18.30302 7.49049
C 8.47923 20.96757 11.30568
O 7.54504 21.29520 12.04750
O 8.95530 19.68828 11.24792
C 8.08531 18.77234 12.02078
C 9.67536 26.47385 10.71255
O 8.49220 26.62506 10.91549
O 10.63520 27.41056 10.96343
C 11.46109 27.44772 12.19277
H 13.51409 27.50134 7.65412
H 12.82649 28.25726 9.14371
H 12.02857 28.53180 7.50827
H 6.49312 24.21323 9.75024
H 7.40040 22.94435 8.90656
H 7.85086 24.61280 8.61462
H 11.21564 23.23506 11.94849
H 12.93166 23.63221 11.98925
H 12.51478 21.99042 11.72565
H 10.66203 18.42400 6.55743
H 9.08075 18.16147 7.36220
H 10.55711 17.43150 8.07160
H 8.36116 18.89332 13.11318
H 8.32066 17.73546 11.67234
H 7.02078 18.95984 11.77430
H 10.86368 27.30640 13.11131
H 12.07354 28.35594 12.16712
H 12.10591 26.53891 12.16940

=====

[4]
153
Properties=species:S:1:pos:R:3 method="wB97M-V/def2-TZVPD" charge=+1 multiplicity=1 orbital_gap_ev=8.6763 e_homo_ev=-11.87
C 4.37105 -0.50562 -3.18145
C 3.98101 0.61946 -2.17856
C 4.66049 1.97357 -2.59185
C 3.85194 3.23802 -2.20144
C 2.92872 3.77889 -3.32283
C 1.82916 2.79284 -3.76180
C 0.58177 2.76791 -2.81385
C -0.65985 2.38576 -3.70067
C -1.71781 1.57753 -2.92391
C -2.33628 2.11166 -1.58945
N -2.69784 0.83580 -0.89870
C -2.16337 -0.27507 -1.56612
N -2.34513 -1.52216 -1.24084
N -1.40329 0.18258 -2.63851
H 3.47236 -1.10015 -3.39370
H 5.14528 -1.16523 -2.77000
H 4.77524 -0.12316 -4.12610
H 2.89728 0.78129 -2.11674
H 4.32751 0.33165 -1.17487
H 4.94684 1.95070 -3.65236
H 5.60986 2.00952 -2.03116
H 3.30649 3.01803 -1.26975
H 4.58924 4.01987 -1.98600
H 3.58407 3.95167 -4.21115
H 2.54303 4.76027 -3.01690
H 1.45620 3.11465 -4.74766
H 2.18771 1.76308 -3.88379
H 0.39073 3.72471 -2.31580
H 0.69975 1.99306 -2.04903
H -1.07844 3.29515 -4.16575
H -0.25149 1.72879 -4.48333
H -2.61934 1.49555 -3.56042
H -1.64673 2.58569 -0.87776
H -3.31630 2.63689 -1.63083
H -2.19035 0.79613 -0.01146
H -2.74109 -2.13057 -1.94257
H -2.17216 -1.87867 -0.31966
H -0.44964 0.14060 -2.26945
C 0.98552 0.44433 1.11524
Cl -0.57827 -0.10371 1.73941
Cl 1.14428 -0.00541 -0.59031
Cl 1.15609 2.18481 1.36393
H 1.76758 -0.05929 1.66971
C -5.55056 3.55146 0.42933
Cl -3.97547 3.63690 1.23082
Cl -5.39415 4.00179 -1.26820
Cl -6.25282 1.93525 0.57663
H -6.21730 4.25188 0.91520
C -1.88984 6.38074 -3.14421
Cl -2.06858 5.57331 -4.70214
Cl -2.71039 5.44412 -1.90859
Cl -0.18482 6.59201 -2.73013
H -2.34342 7.35841 -3.21001
C 4.89624 7.98390 -0.33899
Cl 3.31315 7.25316 -0.62688
Cl 6.18839 6.82858 -0.67862
Cl 5.09411 9.44165 -1.31456
H 4.95639 8.26225 0.70548
C -5.47638 -2.71091 -4.85160
Cl -6.11692 -2.90819 -6.47675
Cl -4.54233 -4.13746 -4.37679
Cl -4.47722 -1.24862 -4.74564
H -6.30825 -2.60608 -4.16627
C -10.32031 -3.90549 -6.00753
Cl -10.47784 -2.16456 -6.26463
Cl -10.24384 -4.75745 -7.54986
Cl -8.89128 -4.26343 -5.03002
H -11.19396 -4.25035 -5.47050
C -0.87974 -3.91370 3.81045
Cl 0.86704 -3.76351 3.51327
Cl -1.39255 -2.99674 5.22577
Cl -1.80490 -3.42272 2.38347
H -1.09089 -4.95702 4.00096
C -0.75591 -6.03206 8.15621
Cl -0.98864 -6.20810 6.41244
Cl 0.30969 -7.29598 8.76820
Cl -0.11416 -4.43448 8.53806
H -1.71903 -6.13604 8.63963
C 10.39443 7.62813 -0.84742
Cl 9.36182 8.50547 -1.97974
Cl 9.81643 7.83451 0.80871
Cl 10.46774 5.91546 -1.27167
H 11.39407 8.03702 -0.91143
C 2.77992 -9.99742 9.97120
Cl 2.95248 -10.69043 8.35670
Cl 1.98877 -11.14313 11.05670
Cl 4.34996 -9.51342 10.61381
H 2.15896 -9.11576 9.89794
C 2.73064 5.62055 -6.94399
Cl 3.32724 3.97096 -6.73688
Cl 2.57340 6.02181 -8.65363
Cl 1.19974 5.79348 -6.09587
H 3.43870 6.30559 -6.49525
C -5.33948 -4.47469 -9.98302
Cl -4.72880 -6.12790 -9.90510
Cl -5.67893 -4.01208 -11.65143
Cl -6.78524 -4.29895 -8.98244
H -4.57658 -3.81084 -9.59580
C 3.46827 -3.95428 10.49243
Cl 5.01249 -3.26111 10.99409
Cl 3.59175 -5.71250 10.37489
Cl 2.18457 -3.48904 11.61338
H 3.22242 -3.56291 9.51394
C -2.28913 -2.58399 11.76639
Cl -2.91752 -3.56697 10.43932
Cl -2.17674 -3.53252 13.24891
Cl -0.71448 -1.90408 11.34198
H -2.97828 -1.76741 11.93601
C -0.69831 -13.65450 13.02126
Cl -1.76843 -13.05149 11.75196
Cl -1.34185 -13.26035 14.61721
Cl -0.45660 -15.39562 12.85822
H 0.26240 -13.16801 12.91368
C -1.27525 -5.43693 -7.02206
Cl -2.44516 -4.61857 -8.06170
Cl -1.47011 -4.92436 -5.34062
Cl -1.43933 -7.18690 -7.16099
H -0.28079 -5.16112 -7.34700
C 3.85935 -14.48081 8.98792
Cl 3.11877 -14.22843 7.40472
Cl 2.62709 -14.83944 10.20028
Cl 5.05666 -15.77582 8.91496
H 4.36349 -13.56703 9.27640
C 1.13372 0.48916 5.24468
Cl 1.09716 -0.93100 4.18340
Cl 2.78062 1.11368 5.38867
Cl 0.04219 1.75437 4.67232
H 0.80016 0.18092 6.22752
C -0.49620 2.81915 -7.56363
Cl 0.14897 1.18537 -7.36657
Cl -0.71255 3.20002 -9.27070
Cl -2.02337 2.99566 -6.68600
H 0.21730 3.51919 -7.14658
C -9.25789 0.36187 -3.46897
Cl -9.73874 1.51545 -4.71266
Cl -7.91352 -0.62636 -4.04345
Cl -8.86143 1.20700 -1.96344
H -10.09409 -0.29665 -3.27250
C 9.15348 12.33412 -2.49031
Cl 7.61128 11.67438 -1.93789
Cl 9.32519 12.13450 -4.23640
Cl 9.30105 14.03478 -2.04107
H 9.94951 11.78390 -2.00567
C -6.57138 7.35396 -4.03911
Cl -4.90564 7.89354 -3.83378
Cl -6.68530 5.58960 -4.01416
Cl -7.60382 8.05788 -2.79460
H -6.91869 7.70043 -5.00352
C 2.97745 5.10607 3.57107
Cl 3.12512 6.20221 4.94519
Cl 1.37819 5.23996 2.82885
Cl 4.23966 5.44742 2.38592
H 3.09562 4.09137 3.93069

=====

no.,E_tot (a.u.)
1,-6525.8675
2,-1779.2856
3,-7414.6058
4,-33240.8563